Entry 1:
A cluster of 14 separate species, C44H82O31S5 in total, computed with the ωB97M-V functional and the def2-TZVPD basis.

The geometry in XYZ format:
```
162
C44H82O31S5, DFT the ωB97M-V functional and the def2-TZVPD basis
O 1.658 -5.692 -3.163
C 2.907 -4.932 -3.158
C 3.688 -4.631 -1.851
O 4.951 -4.251 -1.660
H 2.709 -3.946 -3.579
H 3.483 -5.285 -4.014
H 3.817 -5.533 -1.253
H 2.918 -4.200 -1.210
C 2.213 -6.910 0.860
C 0.828 -6.710 0.134
C -0.064 -7.978 0.059
O -1.118 -7.654 0.931
C -1.169 -6.282 1.199
O -2.093 -5.662 1.738
O -0.014 -5.813 0.856
H 2.821 -7.471 0.151
H 2.064 -7.537 1.739
H 2.611 -5.944 1.170
H 0.877 -6.169 -0.811
H 0.642 -8.635 0.566
H -0.341 -8.255 -0.958
C -2.475 -3.274 -1.526
C -1.598 -4.078 -2.526
C -1.950 -5.559 -2.781
O -2.781 -5.570 -3.862
C -2.586 -4.396 -4.577
O -3.049 -4.222 -5.751
O -1.983 -3.469 -3.844
H -2.329 -3.470 -0.464
H -3.541 -3.323 -1.750
H -2.332 -2.195 -1.585
H -0.519 -3.969 -2.417
H -2.457 -6.045 -1.948
H -1.077 -6.107 -3.137
C 0.320 -1.290 0.049
C -0.818 -0.780 0.883
C -0.393 -0.654 2.394
O -0.787 0.784 2.682
C -1.152 1.365 1.515
O -1.620 2.445 1.484
O -1.114 0.502 0.439
H 1.261 -0.818 0.332
H 0.224 -1.020 -1.003
H 0.456 -2.367 0.147
H -1.732 -1.374 0.868
H 0.644 -0.911 2.606
H -1.221 -1.124 2.925
C 2.586 -9.053 -5.629
C 2.475 -9.429 -4.145
C 1.256 -8.590 -3.568
O 0.383 -9.577 -3.088
C 0.859 -10.806 -3.313
O 0.262 -11.831 -3.088
O 1.988 -10.760 -3.982
H 1.705 -9.357 -6.194
H 3.421 -9.666 -5.967
H 2.777 -8.053 -6.019
H 3.326 -9.193 -3.506
H 0.832 -7.985 -4.370
H 1.592 -8.108 -2.651
C 7.630 -6.810 -1.987
C 6.639 -7.447 -0.926
C 5.492 -8.272 -1.365
O 5.555 -9.251 -0.433
C 6.862 -9.344 0.059
O 7.293 -10.324 0.711
O 7.466 -8.285 -0.356
H 7.853 -7.584 -2.722
H 8.614 -6.517 -1.619
H 7.224 -6.102 -2.709
H 6.525 -6.575 -0.281
H 5.516 -8.671 -2.379
H 4.520 -7.814 -1.181
C 8.350 -7.115 -8.031
C 8.293 -7.892 -6.774
C 7.239 -7.550 -5.700
O 6.720 -8.728 -5.245
C 7.056 -9.668 -6.061
O 6.781 -10.850 -5.920
O 7.818 -9.137 -7.084
H 9.030 -6.281 -7.861
H 7.349 -6.703 -8.163
H 8.587 -7.669 -8.939
H 9.275 -7.869 -6.300
H 6.408 -6.966 -6.095
H 7.729 -7.183 -4.797
C 4.535 -1.424 1.017
C 3.805 -2.611 1.709
C 4.619 -3.888 1.873
O 5.051 -3.913 3.198
C 4.309 -3.027 3.827
O 4.364 -3.007 5.008
O 3.585 -2.236 2.991
H 4.372 -1.452 -0.060
H 5.612 -1.588 1.043
H 4.262 -0.410 1.309
H 2.845 -2.764 1.214
H 5.360 -3.971 1.077
H 3.884 -4.675 1.698
C 8.813 -3.540 -0.345
C 9.177 -3.454 -1.834
C 8.017 -2.888 -2.637
O 8.658 -1.935 -3.485
C 9.980 -1.764 -3.130
O 10.826 -1.061 -3.704
O 10.229 -2.468 -2.033
H 8.106 -4.338 -0.117
H 8.380 -2.591 -0.028
H 9.538 -3.777 0.433
H 9.376 -4.484 -2.131
H 7.292 -2.491 -1.926
H 7.475 -3.543 -3.319
C -0.869 -7.602 -7.487
S -0.452 -8.304 -9.171
O 0.084 -9.749 -8.974
C -2.163 -8.320 -9.951
H -1.499 -8.292 -6.925
H -1.511 -6.726 -7.580
H -0.005 -7.501 -6.831
H -2.842 -8.983 -9.414
H -1.924 -8.975 -10.789
H -2.521 -7.311 -10.155
C 7.025 -2.164 -7.162
S 7.330 -3.803 -7.973
O 7.182 -3.614 -9.502
C 5.592 -4.477 -7.692
H 6.595 -2.206 -6.161
H 6.435 -1.339 -7.560
H 7.948 -1.584 -7.164
H 4.769 -3.835 -8.005
H 5.515 -4.533 -6.607
H 5.390 -5.488 -8.047
C 0.348 -0.633 -5.160
S 1.757 0.389 -4.440
O 1.149 1.531 -3.632
C 2.281 -0.883 -3.202
H 0.704 -1.508 -5.703
H -0.040 0.183 -5.770
H -0.275 -1.143 -4.426
H 2.148 -1.908 -3.547
H 1.677 -0.882 -2.295
H 3.344 -0.752 -3.004
C 2.047 -4.064 -6.661
S 1.389 -4.469 -8.393
O 2.028 -3.621 -9.476
C 2.319 -6.021 -8.716
H 3.114 -4.271 -6.575
H 1.589 -4.787 -5.986
H 2.001 -3.044 -6.278
H 3.269 -5.682 -9.128
H 1.931 -6.666 -9.504
H 2.499 -6.616 -7.821
C 4.127 -9.212 2.786
S 4.479 -7.806 3.893
O 5.156 -8.533 5.068
C 6.041 -7.240 3.075
H 4.371 -8.883 1.776
H 3.106 -9.580 2.680
H 4.568 -10.121 3.195
H 6.197 -6.196 3.346
H 6.033 -7.377 1.993
H 7.021 -7.578 3.410
```

Orbital gap   5.182 eV
Total charge   -2
E_HOMO   -0.0806 Ha
E   -164595.78974 eV
Molecular weight   1267.44 g/mol
Largest force on an atom   7.87 eV Å⁻¹
LUMO level   3.0 eV

Results of the Löwdin charge analysis, in e, for atoms 1 through 8: -0.39 -0.39 -0.53 -0.34 0.03 0.06 0.05 0.07


Entry 2:
A structure of composition C44H84F3NO18Si2, computed with the ωB97M-V functional and the def2-TZVPD basis.

The geometry in XYZ format:
```
152
C44H84F3NO18Si2, DFT the ωB97M-V functional and the def2-TZVPD basis
C 2.368 -3.330 3.627
C 2.511 -2.268 2.844
Si 2.581 -0.504 2.034
C 2.927 -0.791 0.175
C 4.369 -0.298 -0.356
C 4.320 0.931 -1.409
O 5.726 1.320 -1.655
C 4.021 0.425 2.966
C 5.327 -0.469 3.208
O 6.437 -0.041 2.707
O 5.413 -1.680 3.983
C 5.807 -2.812 3.187
C 5.714 -2.895 1.574
O 6.265 -3.839 3.808
O 1.160 0.426 2.348
Si -0.282 -0.155 1.602
C -0.960 0.959 0.164
C 0.109 2.025 -0.409
C 0.450 3.249 0.599
C 1.406 4.276 -0.263
C 2.628 4.855 0.618
O 3.802 5.116 -0.217
C 4.832 5.548 0.748
C -1.664 -0.058 2.977
C -1.385 1.208 3.976
C -2.261 0.957 5.329
F -1.516 0.127 6.269
F -3.504 0.282 5.025
F -2.621 2.197 5.981
C -0.301 -1.958 0.988
N -0.593 -2.895 2.164
C -1.915 -3.588 1.980
H 2.368 -4.298 4.268
H 2.868 -1.940 -0.026
H 2.132 -0.325 -0.534
H 5.127 -0.010 0.456
H 4.847 -1.195 -0.931
H 3.716 1.822 -0.992
H 3.933 0.530 -2.413
H 5.788 2.276 -1.396
H 4.296 1.372 2.379
H 3.573 0.715 3.997
H 4.650 -2.746 1.162
H 6.453 -2.116 1.126
H 6.095 -3.925 1.188
H -1.345 0.279 -0.697
H -1.894 1.580 0.491
H -0.393 2.522 -1.341
H 1.096 1.579 -0.789
H -0.489 3.884 0.874
H 1.045 2.901 1.520
H 0.781 5.077 -0.805
H 1.893 3.632 -1.108
H 2.927 4.029 1.384
H 2.238 5.815 1.138
H 5.839 5.602 0.199
H 4.530 6.584 1.163
H 4.937 4.818 1.644
H -2.722 -0.005 2.502
H -1.634 -0.996 3.667
H -1.679 2.179 3.428
H -0.283 1.232 4.337
H -1.242 -2.067 0.300
H 0.588 -2.300 0.348
H 0.117 -3.651 2.026
H -2.246 -3.943 3.041
H -2.759 -2.917 1.579
H -1.719 -4.537 1.348
O 7.723 5.285 -0.920
C 8.423 4.563 -1.601
O 8.142 3.252 -1.701
C 8.798 2.345 -2.604
C 10.096 1.835 -2.013
C 9.657 5.099 -2.267
H 8.931 2.801 -3.589
H 8.113 1.504 -2.744
H 10.807 2.646 -1.837
H 10.563 1.107 -2.681
H 9.914 1.360 -1.045
H 10.468 5.141 -1.538
H 9.443 6.108 -2.630
H 9.976 4.525 -3.135
O -3.913 -2.399 0.275
C -4.821 -2.967 -0.303
O -5.991 -2.338 -0.504
C -7.061 -2.854 -1.315
C -7.922 -3.819 -0.525
C -4.681 -4.402 -0.722
H -6.677 -3.289 -2.240
H -7.668 -1.993 -1.609
H -7.351 -4.690 -0.193
H -8.762 -4.168 -1.129
H -8.310 -3.335 0.375
H -4.871 -5.045 0.140
H -3.659 -4.561 -1.074
H -5.335 -4.689 -1.542
O 10.704 4.470 -5.947
C 9.558 4.547 -6.343
O 9.010 3.529 -7.033
C 7.622 3.451 -7.398
C 7.352 4.223 -8.674
C 8.767 5.808 -6.149
H 6.981 3.766 -6.570
H 7.408 2.393 -7.568
H 7.571 5.287 -8.557
H 6.307 4.117 -8.975
H 7.990 3.857 -9.483
H 9.047 6.529 -6.919
H 9.006 6.218 -5.165
H 7.689 5.660 -6.163
O -8.621 -4.355 -3.513
C -9.765 -4.256 -3.914
O -10.328 -5.266 -4.606
C -11.715 -5.320 -4.978
C -11.965 -4.545 -6.256
C -10.534 -2.981 -3.723
H -12.353 -4.993 -4.154
H -11.946 -6.375 -5.148
H -11.728 -3.485 -6.138
H -13.010 -4.633 -6.561
H -11.329 -4.922 -7.061
H -10.237 -2.265 -4.492
H -10.291 -2.577 -2.741
H -11.613 -3.108 -3.741
O -11.637 -1.081 -2.545
C -12.112 -0.771 -1.469
O -11.674 -1.363 -0.343
C -12.045 -0.957 0.985
C -13.368 -1.573 1.392
C -13.250 0.206 -1.389
H -12.040 0.132 1.077
H -11.259 -1.326 1.649
H -14.183 -1.247 0.741
H -13.619 -1.303 2.420
H -13.321 -2.663 1.315
H -14.183 -0.313 -1.615
H -13.084 0.991 -2.130
H -13.335 0.707 -0.427
O 2.651 -3.812 6.835
C 3.134 -2.826 7.353
O 2.394 -1.711 7.504
C 2.812 -0.555 8.246
C 3.677 0.353 7.396
C 4.582 -2.803 7.750
H 3.296 -0.845 9.183
H 1.898 -0.022 8.523
H 4.596 -0.146 7.078
H 3.948 1.255 7.949
H 3.145 0.643 6.486
H 5.192 -2.599 6.868
H 4.845 -3.785 8.152
H 4.815 -2.082 8.530
```

Orbital gap   8.628 eV
E_HOMO   -0.3028 Ha
E   -109238.13290 eV
Molecular weight   1028.31 g/mol
Largest force on an atom   7.16 eV Å⁻¹
LUMO level   0.4 eV

Results of the Löwdin charge analysis, in e, for atoms 1 through 8: 0.07 -0.13 0.50 -0.25 -0.22 -0.21 -0.13 -0.11